Record 1
ORCA calculation (wB97M-V/def2-TZVPD) on C20H25N3O4S in the gas phase in a non-equilibrium geometry.

Element x y z (Å)
C (1.8673, -5.6984, 1.2918)
C (0.4739, -5.2146, 1.5674)
C (0.1347, -4.8627, 2.8701)
C (-1.1400, -4.4634, 3.2224)
C (-2.1310, -4.4225, 2.2581)
C (-1.8164, -4.7440, 0.9541)
C (-0.5244, -5.1237, 0.5931)
O (-0.3821, -5.4252, -0.7515)
C (0.7552, -4.9671, -1.4535)
C (1.1174, -3.5063, -1.1585)
O (2.2725, -3.1406, -1.0934)
N (0.0225, -2.7290, -1.0081)
C (-0.0612, -1.3758, -0.6561)
C (-1.3248, -0.8244, -0.4606)
C (-1.4708, 0.5034, -0.1275)
C (-0.3603, 1.3457, 0.0178)
N (-0.5435, 2.6673, 0.4062)
C (-1.5746, 3.4627, -0.2301)
C (-1.0260, 4.1238, -1.5024)
N (0.1477, 4.9243, -1.2153)
S (-0.1546, 6.4636, -0.6148)
C (0.8453, 7.4494, -1.7535)
O (0.3846, 6.6202, 0.7065)
O (-1.5340, 6.7865, -0.8299)
C (1.1758, 4.1909, -0.5012)
C (0.5914, 3.5007, 0.7395)
C (0.9017, 0.7704, -0.1627)
C (1.0520, -0.5625, -0.4914)
H (2.3759, -5.9059, 2.2305)
H (1.8485, -6.6158, 0.7056)
H (2.4486, -4.9481, 0.7559)
H (0.9003, -4.9174, 3.6308)
H (-1.3606, -4.1991, 4.2453)
H (-3.1382, -4.1317, 2.5149)
H (-2.5716, -4.7207, 0.1817)
H (0.4837, -5.0509, -2.5126)
H (1.6397, -5.5874, -1.2829)
H (-0.8715, -3.1968, -1.0897)
H (-2.2022, -1.4483, -0.5599)
H (-2.4647, 0.8850, 0.0454)
H (-2.4386, 2.8508, -0.4798)
H (-1.8853, 4.2502, 0.4645)
H (-1.7705, 4.7898, -1.9360)
H (-0.7423, 3.3575, -2.2319)
H (0.4491, 7.2954, -2.7474)
H (0.7630, 8.4884, -1.4614)
H (1.8701, 7.1123, -1.6820)
H (1.9446, 4.9034, -0.2044)
H (1.6017, 3.4571, -1.1927)
H (1.3487, 2.9131, 1.2571)
H (0.2391, 4.2838, 1.4190)
H (1.7967, 1.3617, -0.0568)
H (2.0372, -0.9749, -0.6297)

Computed properties:
- SMILES: Cc1ccccc1OCC(=O)Nc1ccc(N2CCN(S(C)(=O)=O)CC2)cc1
- Total charge: 0
- E_LUMO: 0.66 eV
- 2S+1: 1
- Energy relative to the best compared isomer or geometry (same formula, charge and spin): 69.5 kcal per mole

Record 2
ORCA calculation (wB97M-V/def2-TZVPD) on C20H25N3S in the gas phase in a non-equilibrium geometry.

Element x y z (Å)
C (-2.3906, -5.4791, 3.6479)
C (-1.6425, -5.0668, 2.4034)
C (-1.6870, -3.4986, 2.0536)
C (-3.1370, -3.1374, 1.8418)
C (-1.3028, -2.5504, 3.2733)
C (-1.0224, -3.2403, 0.7030)
C (-0.7651, -1.8134, 0.2704)
C (-1.7437, -0.9825, -0.3005)
N (-1.2252, 0.2111, -0.7400)
C (0.0387, 0.0673, -0.4690)
C (1.1082, 1.1181, -0.6845)
C (0.6305, 2.3346, -1.5183)
C (1.5225, 3.4746, -1.1415)
C (2.4497, 3.8409, -2.1358)
C (3.4107, 4.8446, -1.8455)
C (3.3952, 5.4428, -0.6279)
C (4.3903, 6.4964, -0.3176)
C (5.4137, 6.8455, -1.1254)
C (6.1265, 7.9483, -0.5384)
N (5.7978, 8.2555, 0.6570)
S (4.5293, 7.2939, 1.2083)
C (2.4189, 5.0941, 0.3583)
C (1.4921, 4.1093, 0.1274)
N (0.3805, -1.1469, 0.0594)
H (-2.3432, -6.5190, 3.7949)
H (-3.4959, -5.1799, 3.7083)
H (-1.9442, -5.0087, 4.4921)
H (-0.6916, -5.3874, 2.7110)
H (-1.9438, -5.6528, 1.5470)
H (-3.3815, -2.1241, 1.4261)
H (-3.7957, -3.1758, 2.7364)
H (-3.5136, -3.8996, 1.0829)
H (-1.6577, -1.5180, 3.1254)
H (-0.1623, -2.6414, 3.4019)
H (-1.7628, -2.7788, 4.1582)
H (-1.6910, -3.6346, -0.1255)
H (-0.1019, -3.8051, 0.6523)
H (-2.6707, -1.2630, -0.3584)
H (1.8662, 0.5270, -1.1614)
H (1.4475, 1.2801, 0.3602)
H (0.7355, 2.2401, -2.6206)
H (-0.3637, 2.6447, -1.2960)
H (2.4660, 3.3355, -3.1699)
H (4.0007, 5.1390, -2.7226)
H (5.3872, 6.5170, -2.2138)
H (6.9528, 8.4018, -1.0135)
H (2.3869, 5.5933, 1.2992)
H (0.6686, 3.9340, 0.9090)
H (1.3492, -1.5559, 0.0468)

Computed properties:
- SMILES: CCC(C)(C)Cc1cnc(CCc2ccc(-c3ccns3)cc2)[nH]1
- Total charge: 0
- E_LUMO: 0.35 eV
- 2S+1: 1
- Energy relative to the best compared isomer or geometry (same formula, charge and spin): 65.3 kcal per mole

Record 3
ORCA calculation (wB97M-V/def2-TZVPD) on C20H25N5O3S2 in the gas phase in a non-equilibrium geometry.

Element x y z (Å)
C (-5.3928, -2.4083, -0.0931)
C (-4.5469, -1.4604, 0.7013)
C (-4.4946, -1.5574, 2.0873)
C (-3.7255, -0.6706, 2.8162)
C (-3.0013, 0.3226, 2.1817)
C (-3.0437, 0.4309, 0.7937)
N (-2.2977, 1.4226, 0.1418)
C (-1.1721, 2.0635, 0.7934)
C (-0.3687, 2.6513, -0.3793)
C (0.4360, 3.8625, 0.0197)
O (0.0525, 5.0015, -0.0715)
N (1.7175, 3.6264, 0.4900)
C (2.3379, 2.4460, 0.7734)
N (1.7588, 1.3353, 1.0715)
N (2.5862, 0.3259, 1.2904)
C (3.8290, 0.6261, 1.1560)
S (5.1561, -0.4539, 1.3441)
C (4.2957, -2.0626, 1.2786)
C (4.0344, -2.4914, -0.1637)
N (2.9854, -1.6869, -0.7522)
C (1.6588, -2.2464, -0.5613)
C (0.6146, -1.2218, -1.0027)
O (0.8119, -0.8188, -2.3400)
C (2.1085, -0.3121, -2.5269)
C (3.1751, -1.3410, -2.1467)
S (4.1068, 2.3213, 0.7430)
C (-1.4675, 2.9721, -1.3871)
C (-2.5470, 1.9403, -1.0968)
O (-3.4604, 1.6542, -1.8320)
C (-3.8163, -0.4700, 0.0648)
H (-5.1259, -2.3772, -1.1459)
H (-5.2799, -3.4271, 0.2733)
H (-6.4437, -2.1345, 0.0002)
H (-5.0591, -2.3274, 2.5928)
H (-3.6891, -0.7470, 3.8932)
H (-2.4184, 1.0117, 2.7717)
H (-1.5144, 2.8681, 1.4577)
H (-0.5844, 1.3427, 1.3636)
H (0.2970, 1.8829, -0.7772)
H (2.2672, 4.4675, 0.6268)
H (3.3712, -1.9484, 1.8387)
H (4.9641, -2.7615, 1.7792)
H (3.7816, -3.5646, -0.1667)
H (4.9547, -2.3643, -0.7401)
H (1.5115, -2.4672, 0.4963)
H (1.5342, -3.1767, -1.1447)
H (-0.3900, -1.6451, -0.9565)
H (0.6756, -0.3548, -0.3327)
H (2.1862, -0.0440, -3.5820)
H (2.2541, 0.5901, -1.9109)
H (4.1664, -0.9017, -2.2792)
H (3.0802, -2.2201, -2.8083)
H (-1.8711, 3.9722, -1.2098)
H (-1.1453, 2.9109, -2.4246)
H (-3.8535, -0.3857, -1.0084)

Computed properties:
- SMILES: Cc1cccc(N2C[C@H](C(=O)Nc3nnc(SCCN4CCOCC4)s3)CC2=O)c1
- Total charge: 0
- E_LUMO: 0.20 eV
- 2S+1: 1
- Energy relative to the best compared isomer or geometry (same formula, charge and spin): 1.0 kcal per mole

Record 4
ORCA calculation (wB97M-V/def2-TZVPD) on 2 unconnected molecules or ions with the total composition C20H25N5O7S in a non-equilibrium geometry.

Element x y z (Å)
C (3.1173, 0.3964, -5.4963)
C (2.3544, 1.0209, -4.3717)
C (1.2985, 0.4634, -3.7348)
C (0.8895, 1.4142, -2.7516)
N (-0.1261, 1.3722, -1.8313)
C (-0.9974, 0.3423, -1.5574)
O (-0.9610, -0.6807, -2.2365)
C (-2.0086, 0.4770, -0.4660)
C (-2.0056, 1.5643, 0.4257)
O (-0.9625, 2.4580, 0.4667)
C (-3.0772, 1.7703, 1.4251)
C (-3.3742, 3.0558, 1.9017)
C (-4.4074, 3.2552, 2.8235)
C (-5.1485, 2.1637, 3.2879)
C (-4.8536, 0.8752, 2.8355)
C (-3.8201, 0.6905, 1.9115)
S (-3.3539, -0.9453, 1.3197)
O (-4.4762, -1.8941, 1.3946)
O (-2.1360, -1.4002, 2.0108)
N (-2.9861, -0.5271, -0.3164)
C (-4.0480, -0.6764, -1.3215)
N (1.6548, 2.4669, -2.7872)
O (2.6124, 2.2462, -3.8255)
H (3.0694, 1.0363, -6.3815)
H (2.7017, -0.5829, -5.7481)
H (4.1647, 0.2698, -5.2098)
H (0.8516, -0.5023, -3.9339)
H (-0.2189, 2.1912, -1.2352)
H (-0.3037, 2.1350, 1.1336)
H (-2.8027, 3.9077, 1.5455)
H (-4.6307, 4.2571, 3.1793)
H (-5.9488, 2.3145, 4.0064)
H (-5.4194, 0.0209, 3.2032)
H (-5.0140, -0.3530, -0.9188)
H (-3.8347, -0.0788, -2.2140)
H (-4.1282, -1.7255, -1.6257)
C (3.2961, -1.3334, 3.1931)
N (2.2980, -0.3015, 2.9389)
C (1.6230, -0.0070, 1.8220)
O (0.8266, 0.9298, 1.8751)
C (1.8297, -0.7106, 0.4526)
C (0.9617, -1.9600, 0.2369)
N (3.2083, -0.8368, -0.0583)
C (4.1333, -1.7970, 0.0074)
C (3.7916, -3.2456, 0.2968)
O (5.2960, -1.5086, -0.2250)
H (2.8454, -2.3202, 3.0884)
H (3.6629, -1.2343, 4.2163)
H (4.1474, -1.2219, 2.5213)
H (2.0347, 0.2720, 3.7262)
H (1.4008, 0.0080, -0.2400)
H (-0.0879, -1.6917, 0.3457)
H (1.1832, -2.7208, 0.9831)
H (1.1092, -2.3548, -0.7689)
H (3.6044, 0.0302, -0.3889)
H (3.1233, -3.6165, -0.4773)
H (4.7102, -3.8305, 0.2759)
H (3.3311, -3.3475, 1.2713)

Computed properties:
- SMILES: Cc1cc(NC(=O)C2=C(O)c3ccccc3S(=O)(=O)N2C)no1.CNC(=O)[C@H](C)NC(C)=O
- Total charge: 0
- E_LUMO: -0.53 eV
- 2S+1: 1
- Energy relative to the best compared isomer or geometry (same formula, charge and spin): 37.8 kcal per mole